Record 1
{"formula": "CH6BNO", "method": "ωB97M-V/def2-TZVPD", "total_energy_ev": -5346.1289, "relative_energy_kcal_mol": 97.86, "smiles": "B=O.CN", "homo_lumo_gap_ev": 9.1, "lumo_ev": 0.0, "spin_multiplicity": 1, "symbols": ["B", "O", "H", "C", "N", "H", "H", "H", "H", "H"], "xyz": [[0.4682, -1.1520, 0.6141], [-0.2657, -0.8926, 1.5735], [1.1510, -2.1482, 0.1242], [-0.4774, 1.1509, -0.9505], [-1.7548, 1.0961, 0.2726], [-0.8498, 1.9185, -1.5396], [0.4202, 1.3825, -0.1526], [-0.2395, 0.2294, -1.4361], [-1.2058, 0.6408, 0.9334], [-2.0626, 2.0293, 0.6743]], "atomic_forces_ev_per_a": [[-0.36, -3.18, 2.28], [1.73, 0.22, -2.19], [-0.99, 2.52, 0.13], [-0.25, 0.77, 6.97], [0.57, 0.84, -3.42], [0.20, 1.40, -1.36], [-1.75, 0.05, -2.76], [-0.70, -0.69, -0.28], [0.33, -0.78, 1.88], [1.22, -1.15, -1.25]]}

Record 2
{"formula": "C32H56N12Pt", "method": "ωB97M-V/def2-TZVPD", "total_energy_ev": -55207.0563, "total_charge": 2, "homo_lumo_gap_ev": 6.0, "lumo_ev": -6.3, "spin_multiplicity": 1, "symbols": ["Pt", "C", "N", "C", "C", "N", "C", "C", "C", "C", "C", "C", "N", "C", "N", "C", "C", "N", "C", "C", "N", "C", "C", "H", "H", "H", "H", "H", "H", "H", "H", "H", "H", "H", "H", "H", "H", "H", "H", "H", "H", "H", "H", "H", "H", "H", "H", "H", "H", "H", "H", "C", "N", "C", "C", "N", "C", "C", "C", "C", "C", "C", "N", "C", "N", "C", "C", "N", "C", "C", "N", "C", "C", "H", "H", "H", "H", "H", "H", "H", "H", "H", "H", "H", "H", "H", "H", "H", "H", "H", "H", "H", "H", "H", "H", "H", "H", "H", "H", "H", "H"], "xyz": [[0.0978, -0.1332, -0.0199], [-1.6027, 2.4249, -1.6390], [-0.5081, 2.3197, -2.5962], [-0.9171, 2.1529, -3.9851], [0.7649, 2.1137, -2.1889], [1.0345, 1.6635, -0.9634], [2.2161, 2.0310, -0.2946], [2.8816, 3.2373, -0.5373], [4.1269, 3.4892, 0.0093], [4.7427, 2.5147, 0.7814], [4.0316, 1.3875, 1.1487], [2.7244, 1.1823, 0.7008], [1.9091, 0.1333, 1.1600], [2.0142, -0.3836, 2.3814], [2.4607, 0.3059, 3.4626], [3.2919, -0.3321, 4.4786], [2.3595, 1.7480, 3.5850], [1.6454, -1.6671, 2.6298], [1.5587, -2.6482, 1.5601], [0.9021, -2.0201, 3.8327], [1.7292, 2.3477, -3.1219], [1.7247, 3.5559, -3.9372], [2.9858, 1.6199, -3.1281], [-2.5320, 2.5596, -2.1868], [-1.4536, 3.2891, -0.9915], [-1.6811, 1.5352, -1.0152], [-1.5541, 1.2691, -4.0753], [-0.0545, 2.0249, -4.6284], [-1.4860, 3.0197, -4.3215], [2.4136, 3.9737, -1.1775], [4.6248, 4.4262, -0.1996], [5.7624, 2.6459, 1.1170], [4.4901, 0.6518, 1.7980], [3.4873, -1.3653, 4.2098], [2.8193, -0.2947, 5.4617], [4.2470, 0.1950, 4.5416], [1.6474, 2.1482, 2.8668], [3.3186, 2.2437, 3.4268], [2.0241, 1.9871, 4.5967], [2.4559, -2.6008, 0.9461], [0.6746, -2.4981, 0.9320], [1.5004, -3.6382, 2.0096], [0.8405, -1.1716, 4.5069], [1.3746, -2.8566, 4.3491], [-0.1129, -2.3211, 3.5566], [0.8484, 4.1611, -3.7194], [1.7480, 3.3198, -5.0028], [2.6157, 4.1476, -3.7085], [2.8838, 0.6975, -2.5594], [3.8060, 2.2004, -2.7016], [3.2395, 1.3836, -4.1634], [-1.3276, 2.1230, 2.2453], [-1.6176, 0.9129, 3.0004], [-1.0986, 0.8916, 4.3617], [-2.0394, -0.2324, 2.3989], [-1.8505, -0.4612, 1.1000], [-2.7031, -1.2972, 0.3549], [-4.0528, -1.4920, 0.6653], [-4.7998, -2.4646, 0.0248], [-4.1959, -3.2774, -0.9235], [-2.9129, -2.9857, -1.3483], [-2.1932, -1.9261, -0.7913], [-0.9569, -1.4937, -1.3044], [-0.6723, -1.5689, -2.6071], [-1.6041, -1.4817, -3.5925], [-2.8502, -0.7538, -3.4290], [-1.5396, -2.3437, -4.7691], [0.6063, -1.7021, -3.0158], [1.0710, -1.1316, -4.2750], [1.6443, -2.1728, -2.1107], [-2.6272, -1.1208, 3.2480], [-3.6043, -0.6802, 4.2364], [-2.5722, -2.5598, 3.0659], [-0.9910, 2.8936, 2.9347], [-2.2292, 2.4757, 1.7448], [-0.5568, 1.9618, 1.4949], [-0.0423, 1.1728, 4.3529], [-1.1850, -0.1042, 4.7844], [-1.6337, 1.5957, 5.0003], [-4.5112, -0.8826, 1.4331], [-5.8362, -2.6145, 0.2953], [-4.7298, -4.1143, -1.3526], [-2.4554, -3.5734, -2.1349], [-2.7744, -0.0541, -2.5990], [-3.6971, -1.4147, -3.2386], [-3.0523, -0.2009, -4.3486], [-0.8008, -3.1267, -4.6182], [-1.2970, -1.7823, -5.6729], [-2.5125, -2.8172, -4.9118], [1.1944, -1.8879, -5.0519], [2.0396, -0.6614, -4.1082], [0.3748, -0.3737, -4.6286], [1.2922, -3.0490, -1.5692], [1.9409, -1.4031, -1.3910], [2.5139, -2.4591, -2.6979], [-3.7153, 0.4000, 4.2149], [-3.3201, -0.9962, 5.2419], [-4.5755, -1.1293, 4.0092], [-1.7848, -2.8270, 2.3643], [-3.5143, -2.9665, 2.6963], [-2.3661, -3.0195, 4.0350]], "atomic_forces_ev_per_a": [[0.18, -0.10, 0.15], [0.10, 0.12, 0.24], [0.15, -0.32, 0.25], [-0.03, -0.04, -0.12], [0.11, -0.11, -0.49], [-0.75, -1.20, 0.10], [0.41, 0.14, 0.11], [-0.15, -0.15, -0.03], [0.05, -0.01, -0.08], [0.06, 0.11, 0.03], [-0.09, -0.13, -0.04], [0.30, 0.40, -0.11], [-1.61, -0.08, -0.26], [0.04, 0.09, 0.68], [0.16, -0.10, -0.23], [0.04, 0.03, 0.06], [0.00, 0.17, -0.01], [-0.25, 0.31, -0.33], [0.07, 0.01, -0.12], [0.00, -0.07, 0.10], [0.09, 0.18, 0.20], [0.06, 0.07, -0.08], [0.05, 0.00, 0.09], [0.03, 0.05, -0.03], [0.00, -0.02, 0.03], [-0.08, -0.05, 0.03], [0.07, 0.14, 0.01], [-0.04, -0.01, -0.01], [0.05, 0.03, -0.01], [0.02, 0.03, -0.04], [0.03, -0.03, -0.02], [-0.03, 0.02, 0.08], [-0.01, 0.00, 0.03], [-0.02, -0.01, 0.02], [-0.01, -0.01, 0.00], [-0.03, 0.03, -0.01], [-0.01, -0.03, 0.00], [0.02, -0.05, -0.02], [-0.02, -0.02, -0.01], [-0.05, 0.03, -0.09], [0.02, -0.08, 0.01], [0.05, 0.00, 0.03], [0.04, -0.05, -0.02], [0.03, 0.03, 0.02], [0.16, 0.05, 0.03], [-0.01, -0.03, -0.03], [-0.03, 0.00, 0.00], [-0.01, -0.03, 0.03], [0.03, 0.03, 0.01], [-0.02, 0.04, 0.02], [-0.02, -0.03, 0.00], [-0.20, -0.01, -0.24], [0.28, -0.39, -0.42], [0.04, 0.05, 0.17], [0.01, -0.19, 0.40], [1.44, 0.32, -0.03], [-0.31, -0.24, -0.09], [0.17, 0.03, 0.05], [-0.02, -0.09, 0.04], [-0.09, 0.00, -0.04], [0.19, 0.11, -0.03], [-0.48, -0.11, 0.11], [0.58, 1.36, 0.35], [-0.18, 0.14, -0.58], [0.05, -0.22, 0.23], [-0.16, 0.00, 0.12], [-0.02, 0.02, -0.07], [-0.10, 0.23, 0.23], [0.07, 0.01, -0.14], [0.03, -0.16, 0.16], [-0.25, 0.03, -0.22], [-0.09, -0.07, 0.11], [-0.04, -0.04, -0.10], [-0.07, -0.02, 0.04], [0.01, 0.02, -0.04], [0.14, 0.01, -0.08], [-0.10, 0.01, -0.01], [-0.02, 0.06, 0.01], [-0.04, -0.02, -0.01], [0.01, -0.02, 0.07], [0.01, 0.00, 0.01], [-0.02, 0.04, -0.05], [-0.02, -0.01, -0.03], [0.02, -0.01, -0.01], [0.03, -0.08, 0.00], [0.01, -0.02, 0.01], [0.03, 0.02, -0.03], [0.00, -0.02, -0.01], [0.00, 0.02, 0.04], [-0.02, -0.01, 0.02], [-0.08, -0.05, 0.00], [-0.02, -0.05, 0.02], [-0.01, 0.04, 0.07], [0.04, -0.06, -0.05], [-0.03, -0.04, -0.05], [0.04, -0.01, 0.00], [0.02, 0.03, 0.01], [0.03, -0.02, -0.02], [-0.04, 0.00, -0.03], [-0.04, 0.04, -0.04], [0.05, 0.00, -0.01]]}

Record 3
{"formula": "C16H38N5O9P", "method": "ωB97M-V/def2-TZVPD", "total_energy_ev": -52373.0431, "smiles": "NCC[C@@H](OC=O)P(=O)(O)O.CN(C)C=O.CN(C)C=O.CN(C)C=O.CN(C)C=O", "homo_lumo_gap_ev": 8.8, "lumo_ev": 0.4, "spin_multiplicity": 1, "symbols": ["N", "C", "C", "C", "O", "C", "O", "P", "O", "O", "O", "H", "H", "H", "H", "H", "H", "H", "H", "H", "H", "C", "N", "C", "C", "O", "H", "H", "H", "H", "H", "H", "H", "C", "N", "C", "C", "O", "H", "H", "H", "H", "H", "H", "H", "C", "N", "C", "C", "O", "H", "H", "H", "H", "H", "H", "H", "C", "N", "C", "C", "O", "H", "H", "H", "H", "H", "H", "H"], "xyz": [[-0.7352, -2.5597, -5.1706], [-0.5979, -2.2688, -3.6935], [0.7496, -2.9083, -2.9879], [0.5423, -2.8421, -1.3287], [0.8410, -4.1937, -0.8426], [0.0883, -4.5600, 0.3594], [-1.1657, -4.2305, 0.6698], [1.6011, -1.4573, -0.5290], [2.8936, -1.0520, -1.3405], [0.5655, -0.0148, -0.5242], [1.9229, -1.8056, 1.1758], [-1.7246, -2.7953, -5.4182], [-0.0645, -3.2855, -5.5048], [-0.5143, -1.0930, -3.5445], [-1.5831, -2.6240, -3.1394], [1.6616, -2.2279, -3.3153], [0.9682, -4.0305, -3.3306], [-0.5878, -2.5079, -1.1924], [0.6355, -5.3012, 1.1197], [-0.3627, -0.3403, -0.7989], [2.8384, -2.2158, 1.1737], [2.9105, 1.8479, 5.4868], [2.9641, 0.6256, 4.7121], [1.7242, -0.0401, 4.3702], [4.1559, 0.0758, 4.2899], [4.2710, -0.9517, 3.6342], [2.4243, 1.6393, 6.4442], [2.3290, 2.5919, 4.9347], [3.9135, 2.2420, 5.6722], [1.7385, -1.0531, 4.7833], [1.6436, -0.1051, 3.2811], [0.8678, 0.5090, 4.7708], [5.0360, 0.6607, 4.6034], [-1.8937, 2.1064, -7.5407], [-2.4766, 0.8316, -7.1767], [-3.8305, 0.8032, -6.6635], [-1.7850, -0.3544, -7.3030], [-2.2177, -1.4628, -7.0144], [-1.8792, 2.7537, -6.6590], [-2.5059, 2.5654, -8.3224], [-0.8726, 1.9821, -7.9113], [-3.8220, 0.3645, -5.6612], [-4.4457, 0.1772, -7.3166], [-4.2485, 1.8126, -6.6203], [-0.7663, -0.2197, -7.7020], [-2.5176, 5.2641, -3.9596], [-3.1004, 3.9893, -3.5956], [-4.4543, 3.9608, -3.0824], [-2.4088, 2.8033, -3.7220], [-2.8415, 1.6949, -3.4334], [-2.5031, 5.9114, -3.0779], [-3.1298, 5.7231, -4.7414], [-1.4965, 5.1398, -4.3302], [-4.4458, 3.5222, -2.0801], [-5.0695, 3.3349, -3.7355], [-4.8723, 4.9703, -3.0392], [-1.3902, 2.9380, -4.1210], [2.7621, -2.4843, 9.2912], [2.1606, -1.1885, 9.0540], [2.5072, -0.0866, 9.9275], [1.2698, -0.9701, 8.0245], [0.7269, 0.0973, 7.7698], [2.4932, -2.8207, 10.2967], [3.8491, -2.3894, 9.2147], [2.4140, -3.2205, 8.5615], [1.5974, 0.2880, 10.4061], [2.9469, 0.7171, 9.3294], [3.2196, -0.4089, 10.6918], [1.0764, -1.8729, 7.4223]], "atomic_forces_ev_per_a": [[0.34, -0.67, 1.41], [-0.10, 0.13, 0.55], [0.02, 0.71, -0.25], [-1.40, 0.14, -2.05], [-2.21, 0.87, 3.41], [-5.17, 0.70, 1.44], [8.01, -1.42, -2.55], [3.30, 3.45, -0.59], [-4.27, -1.93, 2.95], [-0.28, -4.31, -0.27], [0.06, -0.10, -3.83], [1.66, 0.27, 0.22], [-1.06, 0.73, 0.56], [-0.26, -2.31, -0.20], [2.08, 0.62, -0.86], [-1.79, -1.57, 0.83], [-0.65, 2.45, 0.99], [2.22, -1.14, 0.16], [-0.74, 1.64, -2.20], [1.90, 0.91, 0.70], [-1.21, 0.81, 0.11], [-0.13, -0.13, 0.02], [1.49, -0.45, -0.31], [0.00, -0.18, -0.26], [-0.98, 0.00, 0.01], [-0.29, 0.56, 0.42], [-0.01, 0.21, -0.04], [0.06, 0.09, 0.18], [-0.10, -0.12, -0.11], [-0.18, 0.06, -0.13], [-0.12, -0.14, 0.12], [0.27, -0.08, 0.03], [-0.08, 0.07, 0.05], [-0.21, -0.22, 0.09], [0.88, -0.94, -0.20], [-0.04, -0.41, 0.11], [-0.72, 0.00, 0.27], [-0.33, 1.34, -0.73], [0.08, 0.15, -0.15], [0.16, 0.17, 0.03], [-0.17, -0.07, 0.08], [-0.17, 0.12, -0.09], [-0.09, 0.09, 0.14], [0.18, -0.14, -0.03], [-0.04, 0.09, 0.03], [-0.18, -0.10, 0.09], [0.88, -1.07, -0.26], [-0.03, -0.32, 0.06], [-0.68, 0.23, 0.27], [0.09, 0.92, -0.15], [0.09, 0.12, -0.18], [0.16, 0.15, 0.04], [-0.17, -0.07, 0.08], [-0.20, 0.05, -0.11], [-0.10, 0.08, 0.19], [0.18, -0.17, -0.05], [-0.02, 0.12, 0.01], [0.00, 0.19, 0.07], [-0.90, 0.00, -1.14], [-0.20, 0.22, -0.13], [0.38, 0.31, 0.61], [0.56, -0.58, 0.35], [0.13, -0.16, -0.09], [-0.05, -0.22, 0.04], [0.02, 0.19, 0.09], [0.20, 0.11, 0.03], [-0.03, 0.04, 0.22], [-0.15, -0.03, -0.20], [0.08, -0.04, 0.09]]}